(1)
Entry from OMol25: 11 unconnected molecules or ions with the total composition C73H148F18N5O14 (ωB97M-V/def2-TZVPD).

Results
LUMO level = 0.0 eV
HOMO = -3.3 eV
total charge = -1
orbital gap = 3.29 eV

Positions of all 258 atoms, in Å:
C (-9.84864, 19.62455, 5.58227)
C (-11.36426, 19.39490, 5.55780)
C (-12.15448, 20.56699, 5.08268)
C (-13.65123, 20.39699, 4.90023)
N (-14.31880, 21.73422, 4.26268)
C (-15.80079, 21.53928, 4.03573)
C (-16.45455, 21.49769, 5.36502)
C (-15.76664, 22.66226, 6.08219)
C (-14.45877, 22.81674, 5.37777)
C (-13.64935, 22.35458, 3.03063)
C (-13.38940, 21.29587, 1.97228)
C (-12.79073, 21.88735, 0.64073)
H (-9.27985, 19.86535, 4.68416)
H (-9.39176, 18.66379, 5.81955)
H (-9.44488, 20.37864, 6.25785)
H (-11.71745, 18.99007, 6.50621)
H (-11.62859, 18.63180, 4.82575)
H (-11.78360, 20.87302, 4.10447)
H (-11.95433, 21.39423, 5.76364)
H (-14.13941, 20.15754, 5.84492)
H (-13.84344, 19.54777, 4.24450)
H (-16.08646, 22.47635, 3.55781)
H (-15.90313, 20.68846, 3.36212)
H (-17.50630, 21.76815, 5.27140)
H (-16.34794, 20.58724, 5.95478)
H (-16.38343, 23.55917, 6.02542)
H (-15.71102, 22.52895, 7.16258)
H (-14.59518, 23.69470, 4.74637)
H (-13.55088, 22.94404, 5.96737)
H (-12.76421, 22.90777, 3.34463)
H (-14.30933, 23.14523, 2.67370)
H (-14.36755, 20.84252, 1.81170)
H (-12.68830, 20.53037, 2.30481)
H (-11.94833, 22.54516, 0.85461)
H (-13.53215, 22.22262, -0.08452)
H (-12.42149, 21.03768, 0.06643)
C (-13.19586, 10.20348, 10.72517)
C (-12.80686, 9.42678, 9.43924)
C (-13.72565, 8.21980, 9.04728)
C (-13.14011, 6.78199, 9.21106)
N (-14.14554, 5.61358, 8.95719)
C (-13.34725, 4.23394, 9.28061)
C (-12.56992, 3.83615, 7.95423)
C (-13.60668, 4.28057, 6.88708)
C (-14.37850, 5.46110, 7.39421)
C (-15.47240, 5.66539, 9.77297)
C (-15.20763, 5.82676, 11.25935)
C (-16.38963, 5.49834, 12.26634)
H (-14.18570, 10.65944, 10.70479)
H (-12.46665, 10.97223, 10.98086)
H (-13.17881, 9.57511, 11.61566)
H (-11.79941, 9.05799, 9.24651)
H (-12.99331, 10.21247, 8.70711)
H (-14.13511, 8.23287, 8.03719)
H (-14.68421, 8.24794, 9.56542)
H (-12.83357, 6.60607, 10.24218)
H (-12.18300, 6.63894, 8.70948)
H (-14.07771, 3.46564, 9.53405)
H (-12.70403, 4.33442, 10.15484)
H (-12.34315, 2.77022, 7.93265)
H (-11.65697, 4.40725, 7.78555)
H (-14.33686, 3.50675, 6.65015)
H (-13.06831, 4.36762, 5.94332)
H (-15.43279, 5.18638, 7.36100)
H (-14.39434, 6.40499, 6.84931)
H (-15.97213, 4.74249, 9.47865)
H (-16.16993, 6.43605, 9.44489)
H (-14.95308, 6.86474, 11.47360)
H (-14.30300, 5.23656, 11.40567)
H (-16.73515, 4.46938, 12.36613)
H (-17.19233, 6.10946, 11.85367)
H (-16.18106, 5.94364, 13.23912)
C (-28.97846, 16.65033, 12.68834)
C (-28.30200, 17.49835, 11.60007)
C (-29.07913, 17.66766, 10.24218)
C (-28.95678, 16.46730, 9.34937)
N (-29.69939, 16.62260, 8.00641)
C (-29.67133, 15.14789, 7.37127)
C (-30.90482, 15.16499, 6.43066)
C (-31.96834, 16.06453, 7.05586)
C (-31.24190, 16.76122, 8.24044)
C (-29.19089, 17.78354, 7.16733)
C (-27.65173, 17.74200, 6.91171)
C (-27.19651, 18.91424, 6.06422)
H (-28.29101, 16.44939, 13.51000)
H (-29.41259, 15.76140, 12.23071)
H (-29.81281, 17.15025, 13.18032)
H (-27.35356, 17.00831, 11.38002)
H (-27.96026, 18.42788, 12.05533)
H (-28.86187, 18.58845, 9.70084)
H (-30.15392, 17.75034, 10.40366)
H (-29.46218, 15.60980, 9.79362)
H (-27.91652, 16.24939, 9.10757)
H (-28.68715, 14.93121, 6.95588)
H (-30.05813, 14.44735, 8.11135)
H (-30.65205, 15.57198, 5.45159)
H (-31.36867, 14.19778, 6.23724)
H (-32.35086, 16.73225, 6.28390)
H (-32.86383, 15.54255, 7.39306)
H (-31.43662, 17.82724, 8.35802)
H (-31.56134, 16.33631, 9.19202)
H (-29.58933, 18.63600, 7.71748)
H (-29.69325, 17.70231, 6.20341)
H (-27.25528, 16.80453, 6.52177)
H (-27.19191, 18.05851, 7.84792)
H (-27.28541, 19.90812, 6.50284)
H (-27.73877, 18.99888, 5.12247)
H (-26.13428, 18.82726, 5.83573)
C (-13.56829, 30.77519, -6.26463)
C (-13.70946, 31.64906, -5.00604)
N (-14.50305, 30.91365, -3.89056)
C (-14.59428, 31.89554, -2.68009)
C (-15.92090, 30.69119, -4.46394)
C (-16.81087, 32.00084, -4.64210)
C (-13.90793, 29.52202, -3.40489)
C (-12.34803, 29.55129, -3.08479)
O (-11.62714, 29.62404, -4.28111)
C (-10.27163, 29.28119, -4.27045)
H (-13.34694, 29.73256, -6.03657)
H (-12.69002, 30.98700, -6.87445)
H (-14.45388, 30.79423, -6.89983)
H (-14.19797, 32.59934, -5.22144)
H (-12.73932, 31.95024, -4.61081)
H (-15.06183, 31.31886, -1.88201)
H (-14.99804, 32.87837, -2.92322)
H (-13.54037, 32.03652, -2.44028)
H (-16.31067, 30.11820, -3.62258)
H (-15.82260, 29.99773, -5.29914)
H (-16.40062, 32.50462, -5.51732)
H (-16.86716, 32.59365, -3.72913)
H (-17.85628, 31.77363, -4.85093)
H (-14.16228, 28.79883, -4.17974)
H (-14.52668, 29.25690, -2.54759)
H (-12.04854, 28.64532, -2.55788)
H (-12.12179, 30.44177, -2.49831)
H (-9.72683, 30.03481, -3.70182)
H (-9.90826, 29.41673, -5.28912)
H (-9.93192, 28.31925, -3.88654)
C (-15.73414, 31.45153, 9.33582)
C (-14.43070, 32.24710, 9.62835)
N (-13.06821, 31.70945, 9.02876)
C (-13.19533, 31.85752, 7.52761)
C (-11.97271, 32.68210, 9.64887)
C (-10.50328, 32.65886, 9.03423)
C (-12.68720, 30.19597, 9.23885)
C (-12.77025, 29.63976, 10.66347)
O (-14.01569, 29.74715, 11.23936)
C (-14.06751, 29.07209, 12.45546)
H (-16.55341, 32.06815, 8.96612)
H (-16.28827, 31.24974, 10.25251)
H (-15.56726, 30.62345, 8.64695)
H (-14.32611, 32.23016, 10.71318)
H (-14.58577, 33.30626, 9.42283)
H (-13.41874, 32.85567, 7.15091)
H (-14.08311, 31.35588, 7.14252)
H (-12.32660, 31.40639, 7.04816)
H (-11.86123, 32.34217, 10.67849)
H (-12.43043, 33.67108, 9.67147)
H (-10.41522, 31.92021, 8.23752)
H (-9.72325, 32.45123, 9.76672)
H (-10.31421, 33.63900, 8.59642)
H (-11.71252, 29.91119, 8.84260)
H (-13.36293, 29.67418, 8.56119)
H (-12.00017, 30.20510, 11.18830)
H (-12.39001, 28.61884, 10.69862)
H (-13.76328, 28.03797, 12.29369)
H (-14.95413, 29.13246, 13.08661)
H (-13.22413, 29.40660, 13.05953)
C (-17.74867, 24.74552, -8.56796)
O (-18.21963, 26.05033, -8.90615)
O (-16.33056, 24.93788, -8.43643)
C (-18.69547, 24.21350, -7.38326)
F (-18.16625, 23.35447, -6.57271)
F (-19.08953, 25.14228, -6.50022)
F (-19.93652, 23.83029, -7.78128)
C (-19.51866, 26.14152, -9.57147)
C (-19.80624, 27.63051, -9.67870)
H (-20.85630, 27.92014, -9.71840)
H (-19.43660, 28.22702, -8.84464)
H (-19.43688, 28.00202, -10.63455)
H (-20.26127, 25.75621, -8.87278)
H (-19.52258, 25.67268, -10.55548)
H (-17.92308, 24.11149, -9.43727)
C (-22.70615, 12.27716, 10.09435)
O (-22.21440, 12.77601, 8.87027)
O (-24.10330, 12.00324, 9.78408)
C (-21.78493, 11.07243, 10.51714)
F (-21.92215, 10.79903, 11.76674)
F (-21.84736, 10.01207, 9.71383)
F (-20.49244, 11.35632, 10.41283)
C (-21.30049, 13.89832, 9.03477)
C (-20.98812, 14.33412, 7.65127)
H (-19.90385, 14.44547, 7.64328)
H (-21.14720, 13.61115, 6.85120)
H (-21.65132, 15.16576, 7.41324)
H (-20.31586, 13.71042, 9.46289)
H (-21.63362, 14.74964, 9.62838)
H (-22.62457, 13.03350, 10.87499)
C (-17.69162, 13.49557, -0.19837)
O (-18.41441, 14.64573, -0.71564)
O (-17.03041, 12.96009, -1.29404)
C (-17.04380, 13.52168, 1.19505)
F (-15.99628, 12.72559, 1.22628)
F (-16.55949, 14.67398, 1.77933)
F (-17.74043, 12.96829, 2.22161)
C (-19.59866, 15.04066, -0.16829)
C (-19.95450, 16.45765, -0.62542)
H (-20.43305, 16.50227, -1.60374)
H (-20.76261, 16.86870, -0.02036)
H (-19.07091, 17.09325, -0.68366)
H (-19.59987, 15.08873, 0.92065)
H (-20.37791, 14.37030, -0.53090)
H (-18.54092, 12.85161, 0.02992)
C (-16.23845, 20.01965, 14.27410)
O (-17.59409, 20.49238, 14.18577)
O (-16.11807, 19.08362, 15.29700)
C (-15.38027, 20.00431, 12.91704)
F (-14.07487, 20.03478, 13.05359)
F (-15.55629, 18.84300, 12.29482)
F (-15.81780, 20.91388, 12.05609)
C (-18.51936, 19.76672, 13.39673)
C (-19.91758, 20.38519, 13.60368)
H (-20.59128, 20.07963, 12.80313)
H (-20.33154, 20.04632, 14.55335)
H (-19.95080, 21.47457, 13.61895)
H (-18.65695, 18.71496, 13.64766)
H (-18.18217, 19.76825, 12.36021)
H (-15.88041, 20.98636, 14.62819)
C (-20.80174, 28.07256, 2.04947)
O (-21.50891, 26.83036, 1.65409)
O (-19.52806, 27.93647, 1.71948)
C (-21.59246, 29.41202, 1.87487)
F (-21.23385, 30.46438, 2.70851)
F (-21.45515, 29.83957, 0.55431)
F (-22.82840, 29.20060, 2.12576)
C (-22.04948, 26.79158, 0.38070)
C (-22.60148, 25.41188, 0.19027)
H (-21.79670, 24.67679, 0.18252)
H (-23.07818, 25.14902, 1.13460)
H (-23.34074, 25.26495, -0.59714)
H (-21.27467, 26.96864, -0.36524)
H (-22.81604, 27.53087, 0.14844)
H (-20.90566, 28.03617, 3.13389)
C (-6.30724, 26.81098, 4.56143)
O (-5.35743, 27.69314, 5.31145)
O (-7.46964, 27.51224, 4.27889)
C (-5.66064, 25.60326, 3.66440)
F (-5.08394, 24.62499, 4.32939)
F (-6.54327, 24.97274, 2.95844)
F (-4.72210, 25.99986, 2.77984)
C (-4.29629, 27.06084, 5.99052)
C (-3.91923, 28.05677, 7.02784)
H (-4.65216, 28.21714, 7.81854)
H (-2.99809, 27.77108, 7.53576)
H (-3.64076, 29.06540, 6.72252)
H (-3.45650, 26.91339, 5.31146)
H (-4.59208, 26.20280, 6.59416)
H (-6.59054, 26.21119, 5.42636)

(2)
Entry from OMol25: 2 unconnected molecules or ions with the total composition C9H14 (ωB97M-V/def2-TZVPD).

Results
LUMO level = 1.0 eV
HOMO = -9.0 eV
SMILES string = Cc1ccccc1.CC
ΔE to the lowest compared entry with this formula, charge and spin = 187.5 kJ/mol
total charge = 0
orbital gap = 9.99 eV

Positions of all 23 atoms, in Å:
C (2.34205, 0.21378, -1.38766)
C (1.85066, 0.42995, -0.00392)
C (1.48352, -0.73798, 0.70174)
C (0.76884, -0.69470, 1.90035)
C (0.22234, 0.50768, 2.35334)
C (0.59842, 1.63136, 1.63745)
C (1.39808, 1.71149, 0.51782)
H (2.02496, -0.83335, -1.72339)
H (3.44985, 0.28381, -1.38723)
H (1.80208, 0.80710, -2.11493)
H (1.65133, -1.87658, 0.40103)
H (0.36657, -1.67032, 2.45713)
H (-0.51726, 0.41547, 3.24655)
H (0.18381, 2.49908, 2.05655)
H (1.59115, 2.54986, -0.04917)
C (-2.30598, -0.10760, -1.62899)
C (-2.51777, -1.27431, -0.55984)
H (-3.33076, 0.43255, -1.71034)
H (-1.51125, 0.67951, -1.41716)
H (-2.13422, -0.53532, -2.57202)
H (-1.51695, -1.68295, -0.40052)
H (-2.57291, -0.76505, 0.48828)
H (-3.32655, -1.98348, -0.80509)

(3)
Entry from OMol25: 2 unconnected molecules or ions with the total composition C9H14O (ωB97M-V/def2-TZVPD).

Results
LUMO level = 0.9 eV
HOMO = -8.6 eV
SMILES string = Cc1ccc(O)cc1.CC
ΔE to the lowest compared entry with this formula, charge and spin = 29.6 kJ/mol
total charge = 0
orbital gap = 9.46 eV

Positions of all 24 atoms, in Å:
C (-1.71461, -1.65285, 0.57257)
C (-0.96058, -1.09238, -0.61519)
C (0.41701, -0.93782, -0.55891)
C (1.09037, -0.36067, -1.62251)
C (0.40924, 0.01974, -2.76294)
O (1.10787, 0.63350, -3.77621)
C (-0.96192, -0.16982, -2.84427)
C (-1.62885, -0.78328, -1.79490)
H (-2.03670, -2.68712, 0.46371)
H (-2.61309, -1.07258, 0.75237)
H (-1.07442, -1.53741, 1.44173)
H (0.92908, -1.34024, 0.30523)
H (2.14415, -0.11754, -1.62096)
H (0.77670, 0.28309, -4.61806)
H (-1.52446, 0.19965, -3.68985)
H (-2.68758, -1.00818, -1.84082)
C (1.16870, 1.62451, 2.05602)
C (0.91310, 1.25797, 3.50642)
H (0.30213, 1.50606, 1.41345)
H (1.40528, 2.69125, 1.95396)
H (1.98944, 1.09031, 1.57810)
H (0.21789, 0.41824, 3.61398)
H (0.48724, 2.07265, 4.08641)
H (1.84401, 0.96293, 4.00067)

(4)
Entry from OMol25: a molecular structure, C31H45BrN2P2Pb (ωB97M-V/def2-TZVPD).

Results
LUMO level (spin up / spin down) = -7.9 / -7.9 eV
HOMO (spin up / spin down) = -13.1 / -13.1 eV
ΔE to the lowest compared entry with this formula, charge and spin = 263.6 kJ/mol
total charge = +2
orbital gap (spin up / spin down) = 5.22 / 5.22 eV

Positions of all 82 atoms, in Å:
C (-4.28496, -3.96128, -5.17199)
C (-3.74161, -2.67119, -5.03664)
C (-3.96947, -1.72760, -6.04420)
C (-4.67628, -2.09736, -7.20093)
N (-5.14110, -3.34943, -7.28488)
C (-4.98903, -4.29188, -6.34638)
C (-2.93899, -2.26535, -3.90363)
C (-2.31774, -1.96955, -2.89386)
C (-1.30544, -1.76501, -1.95513)
C (-1.51702, -2.10966, -0.63862)
C (-0.47221, -1.89496, 0.25309)
C (0.67134, -1.30174, -0.17451)
C (0.99689, -1.20253, -1.52864)
C (-0.09859, -1.26458, -2.42959)
Pb (1.06512, 1.32738, -0.37123)
P (-0.38581, 1.10583, 2.43988)
H (-3.60501, -0.70872, -5.90421)
H (-4.17300, -4.68323, -4.35921)
H (-4.83619, -1.36594, -8.00132)
H (-5.40617, -5.29759, -6.48502)
H (-0.06525, -0.97812, -3.48816)
H (-2.47664, -2.53999, -0.34707)
H (2.00529, -0.93822, -1.93203)
H (-0.57440, -2.20399, 1.26972)
C (0.19837, 2.21812, 3.77892)
C (-0.54678, 3.49763, 4.14468)
H (1.24496, 2.43728, 3.52912)
H (0.20948, 1.55507, 4.65410)
H (-0.01858, 3.95162, 4.99645)
H (-0.54833, 4.23734, 3.33667)
H (-1.56958, 3.27580, 4.46991)
C (-1.35480, 2.15012, 1.23544)
C (-2.84444, 1.89917, 1.00459)
H (-0.90132, 2.08895, 0.20322)
H (-1.17450, 3.17626, 1.59202)
H (-3.12324, 2.53790, 0.15222)
H (-3.05837, 0.85794, 0.71244)
H (-3.43283, 2.18675, 1.88718)
C (-1.65049, 0.04880, 3.24184)
C (-2.57127, 0.60861, 4.33093)
H (-1.08558, -0.81061, 3.62764)
H (-2.23606, -0.36595, 2.41294)
H (-3.25815, -0.20967, 4.60338)
H (-2.01616, 0.90453, 5.23313)
H (-3.17469, 1.45828, 3.97646)
Br (2.14621, -0.24728, 1.58041)
P (2.56183, 3.57735, -1.67378)
C (1.28025, 4.05559, -0.38891)
C (1.36078, 5.51585, 0.06076)
H (1.33288, 3.48575, 0.57878)
H (0.29213, 3.85801, -0.84058)
H (0.42647, 5.79351, 0.56316)
H (2.16545, 5.65959, 0.79041)
H (1.51643, 6.18295, -0.79018)
C (3.90936, 2.41903, -0.98158)
C (5.38470, 2.73915, -1.39133)
H (3.74517, 1.34763, -1.29316)
H (3.86161, 2.53415, 0.12746)
H (6.03164, 2.24974, -0.63237)
H (5.64337, 2.29402, -2.37329)
H (5.58673, 3.82838, -1.38155)
C (1.64771, 2.54206, -2.88853)
C (1.15200, 3.31794, -4.10846)
H (0.79492, 2.01041, -2.43579)
H (2.36355, 1.78598, -3.23157)
H (0.87674, 2.62622, -4.90702)
H (0.26667, 3.92221, -3.91007)
H (1.91958, 3.97684, -4.51378)
C (2.62113, -6.15620, 4.63561)
C (2.24434, -5.03013, 3.72782)
C (1.35744, -4.05100, 4.24643)
C (0.92081, -3.05130, 3.37426)
N (1.31250, -3.05996, 2.10747)
C (2.22647, -3.87101, 1.63188)
C (2.74723, -4.88376, 2.43748)
H (3.04290, -5.75818, 5.56561)
H (1.77128, -6.79597, 4.91206)
H (3.36573, -6.78926, 4.15416)
H (0.99211, -4.03665, 5.27970)
H (0.22755, -2.27018, 3.71595)
H (2.54381, -3.72784, 0.60743)
H (3.50912, -5.54290, 2.05640)

Taking the records one at a time from the top gives electronic energy values of -163100.80179; -9558.23815; -11607.32969; -129703.20496 eV.